C19H40BBrClN4O7 | ωB97M-V/def2-TZVPD

Each line ends with the Mulliken charge.
Atoms and positions in Å:
C -1.569 2.417 2.964  -1.213
C -2.894 2.358 2.210  -0.122
O -3.555 3.661 2.192  -0.361
C -4.780 3.684 2.683  0.173
N -4.920 4.337 3.818  -0.595
N -6.128 4.411 4.310  0.459
Cl -6.259 5.284 5.773  0.063
C -7.227 3.896 3.792  -0.269
C -7.140 3.191 2.593  -0.102
B -8.433 2.534 1.915  0.742
O -9.410 3.320 1.426  -0.458
O -8.547 1.183 1.819  -0.549
C -7.817 0.331 2.706  -0.644
C -5.886 3.107 2.007  0.427
Br -5.664 2.321 0.345  0.065
H -1.647 1.787 3.843  0.291
H -0.817 1.948 2.341  0.319
H -1.285 3.420 3.247  0.399
H -3.535 1.592 2.638  0.290
H -2.724 2.067 1.181  0.352
H -8.175 4.033 4.281  0.531
H -10.198 2.783 1.276  0.339
H -8.232 -0.664 2.608  0.280
H -6.767 0.267 2.433  0.279
H -7.938 0.629 3.742  0.307
C 4.357 -0.772 0.557  -0.317
O 4.176 -1.927 1.360  -0.349
C 4.572 -1.762 2.716  -0.832
C 3.370 -1.877 3.627  -0.227
N 2.480 -0.735 3.453  -0.288
C 1.196 -0.863 4.128  -0.611
C 0.237 -1.936 3.628  -0.558
O -0.257 -1.695 2.320  -0.434
C 0.533 -2.221 1.264  -0.624
H 4.098 -1.034 -0.466  -0.143
H 3.707 0.048 0.883  0.293
H 5.398 -0.437 0.578  0.391
H 5.085 -0.809 2.866  0.407
H 5.274 -2.565 2.955  0.404
H 3.706 -1.913 4.667  0.393
H 2.873 -2.829 3.398  0.207
H 2.316 -0.600 2.464  0.036
H 0.686 0.101 4.031  0.273
H 1.377 -1.019 5.196  0.410
H -0.641 -1.922 4.282  0.391
H 0.659 -2.944 3.702  0.360
H 1.047 -3.137 1.561  0.339
H 1.268 -1.495 0.907  0.221
H -0.137 -2.452 0.435  0.285
C 1.027 -1.759 -6.736  -0.741
O 2.256 -2.438 -6.573  -0.349
C 3.308 -1.936 -7.392  -0.805
C 4.406 -1.342 -6.539  -0.207
N 3.955 -0.118 -5.887  -0.313
C 4.880 0.409 -4.890  -0.790
C 5.117 -0.423 -3.635  -0.496
O 3.979 -0.537 -2.795  -0.419
C 3.115 -1.619 -3.096  -0.467
H 0.287 -2.273 -6.126  0.241
H 1.092 -0.716 -6.407  0.313
H 0.697 -1.784 -7.779  0.354
H 2.931 -1.202 -8.108  0.406
H 3.716 -2.779 -7.956  0.390
H 5.266 -1.112 -7.173  0.392
H 4.713 -2.108 -5.814  0.180
H 3.063 -0.295 -5.444  0.103
H 4.495 1.382 -4.573  0.391
H 5.844 0.593 -5.372  0.406
H 5.874 0.096 -3.039  0.367
H 5.527 -1.414 -3.859  0.366
H 3.658 -2.471 -3.510  0.271
H 2.322 -1.323 -3.788  0.200
H 2.638 -1.930 -2.164  0.175

Calculated values
* energy above the lowest of the compared OMol25 structures with the same formula, charge and spin: 0.0 kcal per mole
* largest force on an atom: 0.83 eV/Å
* LUMO: -5.1 eV
* total energy: -4552.37724 Eh
* charge: +1